(1)
A 2-piece molecular cluster, C5H11N2 overall at a distorted geometry. Source: the Open Molecules 2025 dataset; level of theory: ωB97M-V/def2-TZVPD.

Charge ... +1
HOMO-LUMO gap ... 9.428 eV
HOMO energy ... -14.2 eV
Strongest force on any atom ... 3.48 eV/Å

Structure (XYZ):
```
18
C5H11N2 ωB97M-V/def2-TZVPD
N -0.570 1.143 -0.502
N 0.225 1.982 -1.084
H 0.276 -1.845 1.876
C 0.654 -1.382 -1.020
H 1.544 -2.016 -0.925
H -2.303 0.186 -0.092
H 1.346 0.002 0.500
H -0.203 -2.013 -1.242
C 0.515 -0.646 0.236
H -2.462 1.811 -0.967
C -1.829 1.053 -0.521
H 0.174 3.609 0.197
H 0.870 -0.723 -1.860
H -0.563 -0.329 2.046
C -0.327 -1.110 1.325
C 0.553 3.137 -0.705
H -1.225 -1.626 0.993
H 1.251 3.681 -1.320
```


(2)
A 2-piece molecular cluster, C5H11N2 overall at a distorted geometry. Source: the Open Molecules 2025 dataset; level of theory: ωB97M-V/def2-TZVPD.

Charge ... +1
HOMO-LUMO gap ... 10.702 eV
HOMO energy ... -13.8 eV
Strongest force on any atom ... 4.61 eV/Å

Structure (XYZ):
```
18
C5H11N2 ωB97M-V/def2-TZVPD
H 0.396 -2.991 -2.276
N 0.227 0.552 0.124
C 0.969 1.230 1.165
H 0.864 -0.822 -1.790
N 0.692 -1.457 -1.004
H 2.013 0.857 1.070
C -2.842 1.482 0.370
H 0.520 0.906 2.192
H 0.218 1.202 -0.638
H 2.111 -2.884 -1.388
H 0.937 2.247 0.976
H -0.892 0.497 0.478
H -1.663 3.189 1.348
C 0.966 -2.835 -1.285
C -2.187 2.401 0.752
H 0.662 -3.346 -0.382
H -3.465 0.657 0.142
C 0.476 -0.887 0.147
```


(3)
A 2-piece molecular cluster, C5H11N2 overall at a distorted geometry. Source: the Open Molecules 2025 dataset; level of theory: ωB97M-V/def2-TZVPD.

Charge ... +1
HOMO-LUMO gap (alpha / beta) ... 9.044 / 9.049 eV
HOMO energy (alpha / beta) ... -12.8 / -12.8 eV
Strongest force on any atom ... 4.46 eV/Å

Structure (XYZ):
```
18
C5H11N2 ωB97M-V/def2-TZVPD
H 1.987 -0.533 1.045
N 0.964 0.446 -0.519
C 0.444 -1.669 -1.102
H 0.035 0.395 2.691
N -0.990 1.079 0.879
H -0.047 2.178 -0.750
H -1.907 0.817 0.756
H -0.415 -0.906 -2.975
H -0.454 -0.798 1.722
C -0.282 1.143 -0.523
H -1.049 2.088 1.195
H -1.017 0.639 -1.214
H 0.801 -2.121 -0.207
H 1.664 1.181 1.172
C 1.210 0.317 0.860
H -0.575 -2.724 -2.494
C -0.145 0.167 1.681
C -0.222 -1.699 -2.216
```


(4)
An isolated ion of composition C5H11N2 and charge +1 at a distorted geometry. Source: the Open Molecules 2025 dataset; level of theory: ωB97M-V/def2-TZVPD.

Charge ... +1
HOMO-LUMO gap ... 9.598 eV
HOMO energy ... -12.8 eV
SMILES ... C=C1N(C)C[N@@H+]1C
Strongest force on any atom ... 4.54 eV/Å

Structure (XYZ):
```
18
C5H11N2 ωB97M-V/def2-TZVPD
H -1.559 0.054 -1.450
H -0.784 -2.747 0.396
H -1.835 1.242 1.227
H -0.040 2.049 -0.217
C 0.169 1.161 -0.714
C 0.032 -0.815 -0.055
H 0.887 -2.543 0.617
H -2.852 0.900 -0.204
H -2.656 -0.169 0.990
N 0.928 0.185 0.021
H 0.346 1.399 -1.710
C 2.355 0.132 0.183
H 2.574 0.556 1.217
H 2.912 -0.760 0.139
C 0.009 -2.091 0.219
H 2.739 0.800 -0.577
N -1.130 0.089 -0.527
C -2.094 0.557 0.444
```


(5)
A 2-piece molecular cluster, C5H11N2 overall at a distorted geometry. Source: the Open Molecules 2025 dataset; level of theory: ωB97M-V/def2-TZVPD.

Charge ... +1
HOMO-LUMO gap ... 7.333 eV
HOMO energy ... -13.0 eV
Strongest force on any atom ... 3.37 eV/Å

Structure (XYZ):
```
18
C5H11N2 ωB97M-V/def2-TZVPD
H -2.285 -1.710 -2.635
H 0.225 2.166 -0.928
H -0.666 -2.987 -0.003
H 0.685 0.144 1.524
C 0.687 0.981 0.809
N -1.825 -1.433 -0.597
H 0.275 -1.853 -0.885
C -2.559 -1.234 -1.643
H 2.079 1.081 3.048
C -0.703 -2.340 -0.865
N 1.644 1.909 1.228
H -0.893 -2.954 -1.813
C 0.108 1.227 -0.358
C 2.367 1.851 2.319
H -3.490 -0.615 -1.534
H 1.775 2.730 0.637
H -0.635 0.546 -0.811
H 3.212 2.491 2.507
```


(6)
A 2-piece molecular cluster, C5H11N2 overall at a distorted geometry. Source: the Open Molecules 2025 dataset; level of theory: ωB97M-V/def2-TZVPD.

Charge ... +1
HOMO-LUMO gap ... 8.647 eV
HOMO energy ... -12.9 eV
Strongest force on any atom ... 4.69 eV/Å

Structure (XYZ):
```
18
C5H11N2 ωB97M-V/def2-TZVPD
H -0.010 -2.726 1.065
H 0.673 -1.131 -1.353
H -1.640 -1.234 0.620
C -1.143 1.587 -1.465
H -3.152 1.944 -0.015
C 0.081 -1.418 -0.462
H 1.592 -0.235 1.749
H -1.465 1.514 -2.592
C -2.222 1.527 -0.473
C -1.481 0.418 -0.588
N -1.045 -0.832 -0.058
H 1.596 1.621 1.852
N 0.536 -2.472 0.209
H 1.420 -2.891 -0.085
C 1.954 0.658 1.246
H -0.166 2.174 -1.362
H 1.435 0.771 0.364
H 3.036 0.724 1.348
```


(7)
An isolated ion of composition C5H11N2O and charge +1 at a distorted geometry. Source: the Open Molecules 2025 dataset; level of theory: ωB97M-V/def2-TZVPD.

Charge ... +1
HOMO-LUMO gap ... 8.862 eV
HOMO energy ... -12.5 eV
SMILES ... N[C@@H](C=O)C/C=C/[NH3+]
Strongest force on any atom ... 1.80 eV/Å

Structure (XYZ):
```
19
C5H11N2O ωB97M-V/def2-TZVPD
H 3.703 0.371 0.575
H -2.183 -0.607 1.535
C 1.743 0.362 -0.079
C -0.844 0.182 0.004
C 0.463 0.180 0.744
H 0.484 0.966 1.474
H 1.909 1.403 -0.338
O 1.015 -0.077 -2.316
H -3.776 -0.826 -0.230
H -3.752 0.839 0.243
C -1.980 -0.155 0.575
H 3.003 -1.103 0.688
N -3.271 0.057 -0.199
H -0.790 0.614 -0.987
N 2.836 -0.110 0.775
C 1.666 -0.445 -1.377
H 0.508 -0.636 1.446
H -3.004 0.360 -1.138
H 2.270 -1.376 -1.395
```


(8)
A 2-piece molecular cluster, C5H11N2O overall at a distorted geometry. Source: the Open Molecules 2025 dataset; level of theory: ωB97M-V/def2-TZVPD.

Charge ... +1
HOMO-LUMO gap ... 11.795 eV
HOMO energy ... -14.4 eV
Strongest force on any atom ... 6.02 eV/Å

Structure (XYZ):
```
19
C5H11N2O ωB97M-V/def2-TZVPD
C -0.275 0.563 -0.805
N 0.538 -0.375 -0.020
H 2.501 -0.151 -0.904
H -1.057 0.276 1.319
O -3.439 -0.361 -0.739
H -1.203 0.184 -1.196
H 0.869 -2.344 -0.330
C 1.981 -0.161 0.014
H -4.683 2.327 0.363
H 0.125 -1.917 1.263
C 0.192 -1.746 0.199
C -3.771 0.709 -0.492
H 2.125 0.853 0.307
H 2.448 -0.810 0.753
N -3.964 1.797 -0.163
C -0.229 0.664 0.627
H -0.775 -1.935 -0.448
H 0.476 1.187 -1.517
H 0.307 1.548 1.142
```


(9)
An isolated ion of composition C5H11N2O and charge +1 at a distorted geometry. Source: the Open Molecules 2025 dataset; level of theory: ωB97M-V/def2-TZVPD.

Charge ... +1
HOMO-LUMO gap ... 9.123 eV
HOMO energy ... -12.9 eV
SMILES ... C=C(N)C[C@H]([NH3+])C=O
Strongest force on any atom ... 4.14 eV/Å

Structure (XYZ):
```
19
C5H11N2O ωB97M-V/def2-TZVPD
H -0.160 0.769 1.284
C 0.315 0.695 0.270
N -2.025 -0.717 0.952
C 1.727 0.069 0.414
H 2.159 -1.036 0.499
H -1.323 0.652 -1.279
H 0.984 2.036 -1.174
H -2.931 -0.369 0.904
C -1.289 -1.125 -0.214
H -0.607 -2.701 -1.388
H -2.098 -3.049 -0.272
C -1.236 -2.408 -0.590
N 0.645 2.104 -0.238
H -0.152 2.610 -0.255
H -2.065 -1.405 1.621
O 2.579 0.962 0.313
H 1.411 2.439 0.380
H -0.027 -0.573 -1.736
C -0.543 -0.029 -0.895
```


(10)
A 2-piece molecular cluster, C5H11N2O overall at a distorted geometry. Source: the Open Molecules 2025 dataset; level of theory: ωB97M-V/def2-TZVPD.

Charge ... +1
HOMO-LUMO gap ... 11.826 eV
HOMO energy ... -14.5 eV
Strongest force on any atom ... 4.28 eV/Å

Structure (XYZ):
```
19
C5H11N2O ωB97M-V/def2-TZVPD
C 1.915 0.335 -0.770
H -1.931 -1.570 -1.163
H -0.825 0.117 2.281
H -0.624 -0.327 -0.928
N -1.641 -0.610 -1.003
C 4.036 1.516 -0.705
N 0.785 0.131 -0.829
H 3.840 2.117 0.100
H -3.435 -0.775 1.886
H 3.789 1.918 -1.737
H -0.564 -1.285 1.246
C -2.708 -1.062 1.271
C -2.092 -0.103 0.293
H -2.055 -0.097 -1.849
H -2.595 0.803 0.383
O 3.115 0.378 -0.596
C -1.303 -0.540 1.564
H -2.701 -2.015 0.919
H 4.995 1.067 -0.364
```


(11)
An isolated ion of composition C5H11N2O and charge +1 at a distorted geometry. Source: the Open Molecules 2025 dataset; level of theory: ωB97M-V/def2-TZVPD.

Charge ... +1
HOMO-LUMO gap ... 8.920 eV
HOMO energy ... -12.6 eV
SMILES ... C=C1[NH2+]CCN1CO
Strongest force on any atom ... 6.85 eV/Å

Structure (XYZ):
```
19
C5H11N2O ωB97M-V/def2-TZVPD
N -1.544 0.738 -0.340
H -1.934 -0.366 1.445
H -0.540 -2.084 -0.815
H -2.241 1.468 -0.032
H -0.029 3.053 -0.325
C 1.829 -0.666 -0.093
H 1.747 2.153 -0.236
H 1.606 -1.182 1.628
C -0.622 -1.389 -0.071
C -1.825 -0.505 0.321
H -0.415 -1.916 0.885
H 2.164 -1.689 -0.492
C 0.662 2.108 -0.315
H -1.856 0.715 -1.328
O 2.239 -0.528 1.235
H 2.378 0.129 -0.594
N 0.447 -0.411 -0.323
C -0.102 0.890 -0.372
H -2.763 -1.061 0.033
```


(12)
An isolated ion of composition C5H11N2O and charge +1 at a distorted geometry. Source: the Open Molecules 2025 dataset; level of theory: ωB97M-V/def2-TZVPD.

Charge ... +1
HOMO-LUMO gap ... 10.960 eV
HOMO energy ... -14.4 eV
SMILES ... [H]/N=C(\OC)C1([NH3+])CC1
Strongest force on any atom ... 5.00 eV/Å

Structure (XYZ):
```
19
C5H11N2O ωB97M-V/def2-TZVPD
H 0.207 1.787 0.967
H -3.252 1.208 -0.718
H 1.982 -1.486 -0.960
N -0.623 -1.818 -0.226
H -1.649 -2.082 -0.340
C 1.894 -0.597 1.073
H 1.569 2.084 0.009
H -3.378 -0.252 0.424
O -1.337 0.457 -0.174
C -0.477 -0.584 -0.155
C 0.923 0.062 0.130
C -2.774 0.200 -0.461
C 2.118 -0.615 -0.415
H 0.122 1.825 -0.763
H -2.962 -0.446 -1.381
N 0.746 1.576 0.072
H 2.343 0.084 1.818
H 1.534 -1.504 1.660
H 3.015 0.102 -0.559
```


(13)
A 2-piece molecular cluster, C5H11N2O overall at a distorted geometry. Source: the Open Molecules 2025 dataset; level of theory: ωB97M-V/def2-TZVPD.

Charge ... +1
HOMO-LUMO gap ... 11.037 eV
HOMO energy ... -13.9 eV
Strongest force on any atom ... 2.18 eV/Å

Structure (XYZ):
```
19
C5H11N2O ωB97M-V/def2-TZVPD
H 1.555 -2.192 -2.823
H 1.671 -2.384 -0.418
N -0.627 0.782 1.177
H 2.677 -1.013 -0.688
H -3.759 2.051 2.061
H 1.554 -0.573 -2.843
H -3.807 0.783 2.778
C 0.796 -0.408 0.042
O -3.472 1.125 1.928
H 1.882 1.360 -0.553
C 1.640 -1.353 -0.765
H 0.074 -1.398 -2.222
C 0.270 1.630 0.738
H 0.276 2.702 0.821
C 1.158 -1.380 -2.209
H -1.147 -1.257 0.711
H -1.501 1.099 1.576
N 1.151 0.919 -0.011
C -0.392 -0.493 0.699
```


Across the entries above, relative energy (zero: lowest compared OMol25 entry of this formula, charge and spin) takes the values 336.7 525.1 491.1 325.0 297.0 341.5 251.0 324.9 330.5 407.9 375.5 322.2 38.9 kJ/mol, respectively.
Across the entries above, electronic energy takes the values -8333.6294 -8331.6771 -8332.0291 -8333.7509 -8334.0413 -8333.5792 -10383.0043 -10382.2376 -10382.1800 -10381.3775 -10381.7136 -10382.2656 -10385.2024 eV, respectively.